15
Properties=species:S:1:pos:R:3:mulliken_charge:R:1 method="wB97M-V/def2-TZVPD" relative_energy_kj_mol=361.3 smiles="NC[C@H](N)C(O)=S" orbital_gap_ha=0.321 lumo_ev=0.447 charge=0 max_force_ev_per_a=7.0
N -1.373 -0.992 -0.246 -0.6804
C -0.628 -0.337 0.892 -0.7338
C 0.349 0.515 0.355 0.4659
N -0.267 1.419 -0.773 -0.7263
C 1.562 -0.186 -0.224 -0.0980
O 1.325 -1.162 -0.982 -0.4670
S 3.099 -0.101 0.179 -0.3635
H -1.829 -0.188 -0.587 0.2737
H -2.248 -1.472 0.255 0.2825
H -1.118 0.401 1.737 0.2934
H -0.223 -1.186 1.466 0.2993
H 0.664 1.286 1.158 0.3872
H 0.019 2.587 -0.657 0.2928
H 0.270 1.052 -1.682 0.2837
H 0.397 -1.637 -0.890 0.4906

=====

31
Properties=species:S:1:pos:R:3:mulliken_charge:R:1 method="wB97M-V/def2-TZVPD" relative_energy_kj_mol=214.7 smiles="NC(=O)CC[C@H](NC(=O)[C@@H](N)CO)C(=O)O" orbital_gap_ha=0.372 lumo_ev=0.600 charge=0 max_force_ev_per_a=5.1
N -4.491 -0.328 1.019 -0.3035
C -3.673 -0.888 0.134 0.3835
O -3.963 -1.166 -1.057 -0.6557
C -2.151 -1.089 0.689 -0.8518
C -1.048 -1.087 -0.320 -0.7634
C -0.623 0.460 -0.699 -0.1481
N 0.631 0.923 -0.195 -0.1213
C 1.805 0.371 -0.623 0.1881
O 1.698 -0.333 -1.641 -0.7419
C 3.088 0.689 -0.026 0.5344
N 2.807 0.798 1.418 -0.7272
C 4.112 -0.279 -0.332 -0.8414
O 3.481 -1.488 0.018 -0.5880
C -1.644 1.695 -0.551 0.5454
O -1.477 2.592 0.169 -0.5112
O -2.921 1.531 -1.122 -0.5145
H -5.483 -0.373 0.928 0.2488
H -4.101 0.110 1.864 0.2175
H -2.003 -0.277 1.387 0.4743
H -2.165 -1.874 1.453 0.5403
H -1.107 -1.759 -1.244 0.3190
H -0.115 -1.441 0.069 0.4761
H -0.459 0.371 -1.791 0.2606
H 0.692 1.770 0.399 0.2906
H 3.499 1.702 -0.294 0.3394
H 3.697 0.992 1.861 0.2826
H 2.439 -0.116 1.770 0.2270
H 4.489 -0.162 -1.331 0.3001
H 4.929 -0.241 0.362 0.4278
H 3.087 -1.702 -0.921 0.3603
H -3.029 0.596 -1.394 0.3523

=====

41
Properties=species:S:1:pos:R:3:mulliken_charge:R:1 method="wB97M-V/def2-TZVPD" orbital_gap_ha=0.214 lumo_ev=-5.833 charge=+1 max_force_ev_per_a=4.0
Zr 0.454 0.347 -0.236 1.3468
C -2.719 -2.924 2.808 -0.3806
C -3.065 -1.673 3.304 -0.7096
C -2.702 -0.529 2.621 -0.2715
C -1.940 -0.636 1.445 0.3473
C -1.575 -1.908 0.950 0.0920
C -1.991 -3.037 1.625 -0.8968
N -1.454 0.445 0.743 0.6635
N -2.018 1.591 0.840 -1.1149
C -1.337 2.620 0.236 0.8000
C -2.019 3.753 -0.214 -0.5140
C -1.291 4.762 -0.819 -0.2837
C 0.093 4.648 -0.903 -0.6680
C 0.707 3.518 -0.383 -0.2336
N 0.015 2.505 0.147 -0.4077
H -3.024 -3.817 3.332 0.4178
H -3.612 -1.608 4.233 0.4039
H -2.953 0.452 2.996 0.4690
H -1.039 -1.974 -0.007 0.5565
H -1.755 -4.016 1.237 0.4185
H -3.091 3.798 -0.117 0.4947
H -1.793 5.633 -1.208 0.4503
H 0.693 5.416 -1.364 0.4533
H 1.792 3.420 -0.376 0.5159
S 1.474 -0.684 1.869 -0.4758
C 2.060 -1.685 0.576 0.8411
C 3.177 -2.519 0.690 -0.8112
C 3.631 -3.176 -0.434 -0.1156
C 2.962 -3.005 -1.652 -0.9728
C 1.839 -2.204 -1.688 -0.1112
N 1.379 -1.569 -0.597 -0.1248
H 3.655 -2.607 1.654 0.4385
H 4.508 -3.802 -0.378 0.4244
H 3.306 -3.497 -2.548 0.4325
H 1.272 -2.052 -2.605 0.5502
O 2.601 1.713 -3.202 -0.5259
C 1.813 1.224 -2.446 0.6587
O 1.989 0.996 -1.173 -0.6217
C 0.349 0.807 -2.934 0.5963
O 0.003 0.917 -4.074 -0.5184
O -0.393 0.359 -1.946 -0.6133

=====

63
Properties=species:S:1:pos:R:3:mulliken_charge:R:1 method="wB97M-V/def2-TZVPD" orbital_gap_ha=0.127 lumo_ev=-0.248 charge=-1 max_force_ev_per_a=4.7
C 0.838 0.531 -5.670 -0.5543
C -0.416 0.776 -5.110 -0.4003
C -0.985 -0.123 -4.209 -0.2283
C -0.240 -1.236 -3.826 -0.1088
S -0.729 -2.272 -2.432 1.4113
C -0.228 -1.282 -1.019 -0.5594
C 0.419 -2.009 -0.008 0.5569
C 1.565 -1.490 0.683 -0.3657
C 2.396 -2.339 1.393 -0.5973
C 2.137 -3.731 1.435 -0.3997
N 3.153 -4.637 1.847 0.9351
O 2.946 -5.872 1.797 -0.6625
O 4.234 -4.170 2.277 -0.6656
C 0.970 -4.245 0.820 -0.7115
C 0.077 -3.397 0.217 -0.6330
O -2.155 -2.443 -2.498 -0.7392
O 0.150 -3.408 -2.589 -0.7708
C 0.957 -1.564 -4.459 -0.5311
C 1.510 -0.650 -5.348 -0.4495
H 1.296 1.245 -6.357 0.3669
H -0.978 1.670 -5.361 0.4036
H -1.987 0.040 -3.811 0.4254
H 0.117 -0.314 -1.331 0.7725
H 1.807 -0.429 0.607 0.3323
H 3.347 -1.986 1.800 0.4580
H 0.846 -5.318 0.756 0.4779
H -0.883 -3.787 -0.126 0.6128
H 1.439 -2.519 -4.251 0.4692
H 2.473 -0.894 -5.786 0.3793
F 0.687 3.187 3.550 -0.1938
C 0.939 2.815 2.264 0.7126
F 1.200 3.932 1.548 -0.2034
F 2.042 2.026 2.238 -0.2243
S -0.537 1.970 1.602 -0.1048
N -1.269 0.368 0.833 -0.0802
S -2.148 1.068 -0.434 1.2915
C -0.910 2.022 -1.248 0.9891
C -1.402 2.831 -2.268 -0.9195
C -0.546 3.750 -2.860 -0.6090
C 0.785 3.841 -2.440 -0.6446
C 1.283 2.954 -1.482 -1.2399
C 0.434 2.031 -0.871 0.5992
O -2.524 0.003 -1.327 -0.5949
O -3.132 1.990 0.040 -0.7440
S -2.244 -0.459 2.069 1.3547
C -1.661 0.059 3.676 -0.2303
C -0.297 -0.009 3.994 0.0952
C 0.170 0.613 5.153 -0.5562
C -0.736 1.147 6.083 -0.4125
C -2.112 1.109 5.817 -0.5188
C -2.581 0.561 4.613 -0.5620
O -3.593 0.045 2.020 -0.7011
O -1.983 -1.855 1.856 -0.5570
H -2.442 2.736 -2.569 0.4839
H -0.930 4.401 -3.644 0.4381
H 1.442 4.599 -2.868 0.3967
H 2.332 2.974 -1.192 0.4766
H 0.831 1.295 -0.154 0.0017
H 0.395 -0.505 3.309 0.4535
H 1.251 0.674 5.329 0.4093
H -0.359 1.593 7.011 0.3551
H -2.817 1.516 6.553 0.3644
H -3.644 0.568 4.363 0.4504